Record 1
Below is C4H2OS2 as an isolated structure in a non-equilibrium geometry, with properties calculated with ωB97M-V with the def2-TZVPD basis set.

```
! wB97M-V def2-TZVPD RIJCOSX def2/J DEFGRID3
* xyz -2 1
S -0.790 1.287 -2.233
S 1.863 2.298 0.081
O 0.881 -0.155 1.329
C 0.677 1.201 0.040
C 0.033 -1.064 0.815
C -0.296 0.598 -0.708
C -0.705 -0.687 -0.270
H -0.036 -2.085 1.437
H -1.627 -1.393 -0.492
*
```

gap between HOMO and LUMO	0.150	Eh
ΔE to the lowest compared entry with this formula, charge and spin	0.0	kJ/mol
E_LUMO	6.044	eV
E_tot	-27895.1267	eV


Record 2
Below is one molecule with the formula C19H21F3N2O3 in a non-equilibrium geometry, with properties calculated with ωB97M-V with the def2-TZVPD basis set.

```
! wB97M-V def2-TZVPD RIJCOSX def2/J DEFGRID3
* xyz 0 1
F 6.398 -2.647 1.433
F 4.873 -4.017 2.082
F 5.271 -2.236 3.217
O -1.191 -0.658 -1.808
O -2.524 2.970 0.453
O -4.708 2.659 -2.353
N -3.236 1.131 -0.667
N 0.008 0.462 -0.276
C -2.419 0.197 0.075
C -3.185 -1.105 0.393
C -4.008 3.260 -1.360
C 2.825 -2.386 1.133
C 0.149 1.252 0.931
C 1.221 0.256 -1.047
C -4.214 4.615 -1.398
C 2.255 -0.516 -0.275
C -3.831 -1.739 -0.837
C 3.578 -0.097 -0.239
C -2.236 -2.097 1.064
C -5.092 4.849 -2.478
C 5.165 -2.714 1.958
C 1.890 -1.666 0.417
C -5.355 3.625 -3.017
C 4.526 -0.812 0.470
C 4.146 -1.958 1.155
C -3.180 2.463 -0.444
C -1.146 -0.055 -0.748
H 5.554 -0.486 0.493
H 0.046 0.633 1.826
H -5.965 3.325 -3.847
H -2.177 0.687 1.019
H 0.864 -1.999 0.388
H 3.875 0.795 -0.772
H -3.669 0.791 -1.512
H 0.928 -0.307 -1.941
H -0.582 2.062 0.960
H -4.228 -2.718 -0.578
H 1.625 1.224 -1.362
H 1.145 1.689 0.938
H -1.500 -2.451 0.345
H 2.539 -3.279 1.667
H -4.656 -1.133 -1.207
H -3.095 -1.860 -1.627
H -3.975 -0.839 1.105
H -1.719 -1.637 1.903
H -3.786 5.334 -0.731
H -2.790 -2.957 1.433
H -5.474 5.793 -2.808
*
```

gap between HOMO and LUMO	0.361	Eh
ΔE to the lowest compared entry with this formula, charge and spin	96.6	kJ/mol
E_LUMO	0.709	eV
structure (SMILES)	CC(C)[C@H](NC(=O)c1ccco1)C(=O)N(C)Cc1ccc(C(F)(F)F)cc1
E_tot	-37320.2493	eV


Record 3
Below is a 2-piece molecular cluster, CH3N3S overall in a non-equilibrium geometry, with properties calculated with ωB97M-V with the def2-TZVPD basis set.

```
! wB97M-V def2-TZVPD RIJCOSX def2/J DEFGRID3
* xyz 0 1
S -3.282 -0.212 -0.331
N -0.832 0.845 -0.010
N -1.916 0.453 -0.146
N 1.057 -0.605 -0.727
C 1.006 -0.236 0.476
H 1.545 0.140 -1.309
H 0.861 -1.061 1.183
H 1.561 0.676 0.862
*
```

gap between HOMO and LUMO	0.351	Eh
ΔE to the lowest compared entry with this formula, charge and spin	101.1	kJ/mol
E_LUMO	-0.041	eV
structure (SMILES)	N#[N+][S-].C=N
E_tot	-16388.2316	eV


Record 4
Below is C10H14FN as an isolated structure in a non-equilibrium geometry, with properties calculated with ωB97M-V with the def2-TZVPD basis set.

```
! wB97M-V def2-TZVPD RIJCOSX def2/J DEFGRID3
* xyz 0 1
F 0.975 2.244 0.065
N -2.302 0.201 0.475
C 1.226 0.912 -0.104
C -1.480 0.026 1.687
C -0.827 0.066 -1.621
C 0.429 -0.173 -0.781
C 2.440 0.605 0.400
C 0.827 -1.412 -0.586
C -1.671 0.923 -0.638
C 2.846 -0.778 0.553
C -3.118 -1.001 0.233
C 2.001 -1.814 -0.026
H 0.279 -2.129 -1.093
H -1.173 -0.931 -1.941
H 3.300 1.429 0.743
H -2.016 0.571 2.889
H 3.668 -1.208 1.037
H -3.952 -0.942 -0.478
H -2.464 -1.743 -0.364
H 2.127 -2.935 0.227
H -2.500 1.699 -1.228
H -0.304 0.610 -2.616
H -3.346 -1.351 1.259
H -0.441 0.898 1.451
H -1.209 -1.279 1.860
H -0.676 1.578 -0.355
*
```

gap between HOMO and LUMO	0.329	Eh
ΔE to the lowest compared entry with this formula, charge and spin	666.6	kJ/mol
E_LUMO	0.869	eV
E_tot	-14797.4631	eV


Record 5
Below is a 3-piece molecular cluster, C16H19BrF16O7S overall in a non-equilibrium geometry, with properties calculated with ωB97M-V with the def2-TZVPD basis set.

```
! wB97M-V def2-TZVPD RIJCOSX def2/J DEFGRID3
* xyz 0 1
Br 5.461 -2.898 -0.581
S 3.816 -0.898 2.732
F 0.999 5.587 -0.483
F -5.838 0.408 -0.646
F -4.017 -1.452 -1.403
F -3.817 0.304 -2.683
F -6.165 0.823 -2.978
F -0.451 1.424 -1.977
F 2.150 5.084 -2.951
F -4.157 2.814 -3.061
F -6.385 2.364 -4.516
F 1.630 -0.311 -2.072
F 2.369 1.736 -1.857
F 2.205 3.786 -0.586
F -0.315 0.138 -0.225
F -4.230 0.228 0.803
F 0.952 3.263 -3.109
F -5.717 4.303 -2.744
O -0.032 3.658 -0.533
O 4.956 -1.516 1.714
O 1.893 -4.670 1.253
O -4.252 1.986 -0.501
O 3.053 -2.223 3.296
O 2.893 -0.241 1.876
O 0.227 -3.702 2.283
C -4.527 0.642 -0.447
C -5.367 3.009 -2.499
C 1.018 4.476 -2.529
C 4.728 -4.977 2.664
C -6.417 2.134 -3.182
C 0.168 2.398 0.076
C 1.056 4.345 -1.007
C 4.750 -2.855 1.250
C 1.693 0.750 -1.227
C 5.547 -3.833 2.119
C -3.659 -0.146 -1.424
C 0.870 -2.434 2.139
C -5.252 2.862 -0.975
C 0.278 1.191 -0.866
C 0.811 -4.674 1.629
C 1.635 -2.066 3.392
H 3.716 -3.111 1.146
H -2.605 -0.065 -1.151
H -4.953 3.841 -0.606
H 2.243 0.448 -0.331
H 0.172 -5.526 1.458
H 0.984 2.423 0.797
H 1.376 -1.063 3.665
H -6.218 2.656 -0.515
H 3.866 -4.652 3.213
H 0.154 5.069 -2.838
H 6.004 -3.276 2.906
H 6.303 -4.259 1.498
H -0.737 2.236 0.659
H 1.457 -2.352 1.248
H 4.388 -5.637 1.895
H 5.335 -5.523 3.358
H 1.294 -2.680 4.198
H -7.420 2.371 -2.813
H 0.079 -1.717 2.049
*
```

gap between HOMO and LUMO	0.385	Eh
E_LUMO	0.256	eV
E_tot	-155588.4433	eV


Record 6
Below is one molecule with the formula C5H6N2, with properties calculated with ωB97M-V with the def2-TZVPD basis set.

```
! wB97M-V def2-TZVPD RIJCOSX def2/J DEFGRID3
* xyz 0 1
N 0.102 -0.155 0.844
N -3.294 -0.322 0.104
C -2.175 -0.589 0.041
C -0.752 -0.872 -0.129
C 1.334 0.355 0.181
C 0.247 1.271 0.625
C 1.359 -0.023 -1.253
H 1.964 -0.947 -1.345
H 0.392 1.880 1.516
H -0.345 1.702 -0.178
H -0.499 -0.562 -1.150
H -0.561 -1.944 -0.036
H 2.228 0.204 0.781
*
```

gap between HOMO and LUMO (alpha / beta)	0.288 / 0.288	Eh
ΔE to the lowest compared entry with this formula, charge and spin	587.3	kJ/mol
E_LUMO (alpha / beta)	-1.223 / -1.170	eV
E_tot	-8256.2711	eV


Record 7
Below is C21H60BFNO14S2 as an isolated structure, with properties calculated with ωB97M-V with the def2-TZVPD basis set.

```
! wB97M-V def2-TZVPD RIJCOSX def2/J DEFGRID3
* xyz -1 1
S -4.711 -2.169 -0.275
S -2.575 -2.852 -1.963
F -4.349 0.285 -1.173
O -5.580 -3.234 -0.717
O -1.101 -0.342 -2.084
O -3.535 -3.096 -3.038
O 4.907 4.731 1.222
O 2.629 -2.016 -3.276
O 2.081 -6.819 4.906
O -0.031 -6.283 -2.367
O -4.803 -1.768 1.110
O 0.024 4.369 -0.516
O -0.937 -1.861 -3.905
O 1.915 1.659 -1.487
O 1.257 -2.777 1.408
O -1.634 -3.948 -1.708
O -1.611 9.780 0.368
N -3.173 -2.365 -0.585
C 2.771 -2.793 -2.087
C 7.013 4.463 2.426
C -5.854 -0.943 -2.572
C -5.326 -0.707 -1.175
C 6.039 3.889 1.414
C -0.680 6.685 -0.137
C -0.631 11.589 1.684
C -1.076 5.271 -0.522
C 0.811 -6.027 6.836
C -6.296 0.388 -3.209
C -1.649 1.988 -1.786
C -1.704 0.806 -2.731
C 4.028 1.438 -0.292
C -1.081 -7.646 -0.641
C 1.585 -3.713 -1.889
C 0.307 -4.884 2.193
C 0.627 -3.434 2.501
C 3.058 0.839 -1.294
C -0.765 10.922 0.328
C 0.142 -6.865 -1.089
C 1.000 -7.104 5.784
B -1.447 -1.509 -2.688
H -5.097 -1.418 -3.190
H 7.861 3.793 2.578
H 7.399 5.428 2.088
H -0.245 10.881 2.418
H 4.882 0.776 -0.133
H 3.528 1.605 0.663
H 1.700 -5.942 7.466
H -6.141 -0.371 -0.525
H -1.601 11.944 2.038
H -7.196 0.246 -3.810
H 5.218 5.581 0.895
H 0.644 -5.061 6.360
H -6.719 -1.597 -2.470
H 5.646 2.934 1.759
H 1.804 -1.522 -3.199
H 3.701 -3.353 -2.187
H 0.202 10.557 -0.017
H -0.660 2.024 -1.330
H -1.858 4.902 0.150
H 2.675 -0.111 -0.930
H -0.778 -5.668 -2.290
H 6.538 3.717 0.454
H -1.531 7.363 -0.173
H 2.888 -6.760 5.425
H 6.514 4.619 3.383
H 0.653 -3.150 -1.813
H 0.347 -6.067 -0.369
H -2.374 1.813 -0.988
H -1.137 11.639 -0.412
H 1.460 -4.401 -2.722
H 2.867 -2.130 -1.221
H 0.089 7.060 -0.814
H -0.286 -2.895 2.779
H 0.648 -2.796 0.659
H -1.191 1.002 -3.677
H 0.118 -7.177 5.149
H -5.520 0.806 -3.851
H -0.272 6.708 0.876
H 1.151 -8.080 6.262
H -0.381 -4.943 1.346
H -1.861 2.923 -2.303
H -0.041 -6.252 7.478
H 0.045 12.445 1.634
H -1.953 -6.991 -0.598
H -6.545 1.128 -2.445
H -2.747 0.552 -2.949
H -2.485 10.062 0.655
H 3.555 0.656 -2.253
H 0.385 4.350 0.376
H 1.014 -7.519 -1.147
H -0.929 -8.083 0.349
H -1.298 -8.448 -1.350
H -1.548 -2.435 -4.387
H 2.193 2.516 -1.825
H -1.471 5.248 -1.537
H 4.399 2.405 -0.641
H -0.155 -5.378 3.050
H 1.707 -4.291 -0.970
H 1.216 -5.425 1.928
H 1.328 -3.367 3.335
*
```

gap between HOMO and LUMO	0.302	Eh
E_LUMO	1.881	eV
E_tot	-77971.0933	eV


Record 8
Below is a 2-piece molecular cluster, C2H9NO overall in a non-equilibrium geometry, with properties calculated with ωB97M-V with the def2-TZVPD basis set.

```
! wB97M-V def2-TZVPD RIJCOSX def2/J DEFGRID3
* xyz 0 1
O 0.994 -1.061 -0.153
N 0.685 0.535 1.585
C 0.125 -0.560 0.870
C -1.663 0.895 -2.033
H 0.548 1.476 1.249
H -0.130 -1.382 1.546
H -0.731 -0.294 0.253
H -2.724 0.812 -1.823
H -1.069 0.691 -1.150
H -1.328 0.147 -2.747
H 1.643 0.408 1.856
H -1.402 1.908 -2.336
H 1.863 -1.290 0.148
*
```

gap between HOMO and LUMO	0.386	Eh
ΔE to the lowest compared entry with this formula, charge and spin	55.8	kJ/mol
E_LUMO	0.970	eV
structure (SMILES)	NCO.C
E_tot	-5756.9448	eV


Look up the E_tot of the fifth one. -155588.4433 eV